{"formula": "C39H59ClMnN2O3Sb", "method": "wB97M-V/def2-TZVPD", "total_energy_ha": -3707.67200, "total_charge": 2, "multiplicity": 5, "relative_energy_kj_mol": 25.6, "lumo_ev": [-6.866, -6.950], "gap_ev": [5.93, 5.85], "e_homo_ev": [-12.7998, -12.7990], "elements": ["Mn", "C", "C", "C", "C", "C", "C", "C", "N", "C", "C", "C", "C", "C", "C", "C", "N", "C", "C", "C", "C", "H", "H", "H", "H", "H", "H", "H", "H", "H", "H", "H", "H", "H", "H", "H", "H", "H", "H", "H", "H", "H", "H", "H", "H", "C", "C", "C", "C", "Cl", "C", "C", "C", "O", "C", "C", "O", "O", "H", "H", "H", "H", "H", "H", "H", "H", "C", "C", "C", "C", "Sb", "C", "C", "C", "C", "C", "C", "C", "C", "H", "H", "H", "H", "H", "H", "H", "H", "H", "H", "H", "H", "H", "H", "H", "H", "H", "H", "H", "H", "H", "H", "H", "H", "H", "H", "H"], "positions_angstrom": [[0.84478, -1.23782, -0.98593], [1.37549, -0.84216, 5.88004], [0.16596, -0.21479, 5.16577], [-1.13230, -0.87147, 5.66643], [0.12642, 1.27943, 5.48012], [0.28818, -0.48336, 3.67533], [0.40820, -1.79331, 3.20268], [0.53673, -2.03161, 1.85625], [0.53498, -1.03050, 0.96414], [0.42834, 0.24185, 1.38416], [0.29398, 0.53700, 2.72062], [0.50118, 1.25862, 0.29579], [0.48466, 2.61387, 0.48953], [0.57167, 3.49452, -0.60030], [0.71501, 2.92379, -1.86114], [0.74453, 1.55070, -1.99506], [0.61176, 0.73840, -0.94333], [0.52256, 4.99681, -0.36839], [-0.78535, 5.33726, 0.36514], [0.57275, 5.77690, -1.68158], [1.72682, 5.39278, 0.50234], [1.30664, -0.63435, 6.94848], [2.31538, -0.42273, 5.51363], [1.41224, -1.92603, 5.75680], [-1.23850, -0.69120, 6.73718], [-1.12986, -1.95216, 5.50980], [-2.00839, -0.45254, 5.16413], [0.05738, 1.41384, 6.55964], [-0.74486, 1.77090, 5.03657], [1.03310, 1.79210, 5.14631], [0.40871, -2.63568, 3.88090], [0.63694, -3.03464, 1.46027], [0.20563, 1.56793, 3.02874], [0.41092, 3.00647, 1.49472], [0.80842, 3.53277, -2.74855], [0.87030, 1.07654, -2.96043], [-1.65789, 5.01693, -0.21051], [-0.85076, 6.41744, 0.50232], [-0.83725, 4.87578, 1.35415], [-0.27542, 5.54088, -2.33044], [1.49916, 5.59445, -2.23237], [0.53105, 6.84423, -1.46384], [1.69793, 4.91576, 1.48484], [1.72039, 6.47261, 0.65750], [2.66958, 5.12717, 0.01871], [6.54317, -2.77791, -2.49522], [6.34066, -1.52999, -1.65634], [7.45876, -1.01311, -0.99091], [7.42079, 0.17935, -0.30280], [8.84356, 0.76063, 0.49871], [6.25904, 0.92861, -0.27199], [5.13445, 0.42388, -0.89502], [5.16852, -0.79564, -1.54813], [3.90571, -1.14903, -2.06028], [3.58621, -2.47233, -2.43739], [2.11225, -2.42980, -2.15714], [1.32164, -1.63374, -2.78997], [1.60407, -2.99271, -1.10804], [7.60445, -2.89734, -2.70267], [6.04292, -2.71460, -3.45983], [6.21652, -3.68961, -1.99213], [8.39199, -1.56210, -1.03772], [6.23964, 1.88953, 0.22527], [4.20403, 0.98213, -0.89395], [4.04359, -3.22138, -1.79771], [3.78590, -2.68453, -3.48742], [-4.54063, -0.62174, -3.33947], [-3.03351, -0.48085, -3.11933], [-2.61555, 0.97959, -3.27023], [-2.24565, -1.37003, -4.07831], [-2.43439, -1.12032, -1.11341], [-3.56618, -0.06497, 0.43391], [-3.09858, 1.38802, 0.39228], [-3.21861, -0.67937, 1.78928], [-5.06186, -0.17508, 0.14486], [-2.81731, -3.29256, -1.00260], [-1.64560, -3.97962, -1.69904], [-4.13444, -3.64631, -1.69464], [-2.86270, -3.70378, 0.46558], [-4.75438, -0.40975, -4.39500], [-5.11118, 0.09285, -2.75000], [-4.91669, -1.61837, -3.13132], [-2.83369, 1.30613, -4.29446], [-1.54727, 1.12198, -3.10205], [-3.16463, 1.64004, -2.59897], [-2.37276, -0.98462, -5.09677], [-2.60782, -2.39754, -4.07737], [-1.17366, -1.37936, -3.86399], [-2.03354, 1.48101, 0.60164], [-3.63750, 1.95382, 1.16262], [-3.30470, 1.86866, -0.56435], [-2.14020, -0.78122, 1.94303], [-3.68009, -1.64910, 1.93922], [-3.60071, -0.01453, 2.57555], [-5.34996, 0.37112, -0.75054], [-5.61487, 0.26457, 0.98470], [-5.39673, -1.20953, 0.04547], [-1.62448, -3.79196, -2.77236], [-1.73739, -5.06285, -1.55260], [-0.68372, -3.68710, -1.28383], [-4.10305, -3.45361, -2.76543], [-4.99079, -3.12174, -1.26699], [-4.31821, -4.72076, -1.56857], [-2.00158, -3.34343, 1.03572], [-2.85931, -4.79875, 0.52074], [-3.77113, -3.36272, 0.95653]], "forces_ev_per_angstrom": [[-2.551, 0.966, 0.850], [0.025, -0.019, -0.012], [-0.009, -0.021, -0.015], [-0.034, -0.017, -0.019], [-0.022, 0.066, -0.018], [0.007, 0.094, 0.041], [-0.025, -0.052, 0.028], [-0.104, -0.045, 0.013], [0.470, -0.144, -0.306], [0.072, 0.327, -0.259], [-0.010, 0.064, 0.223], [0.041, -0.250, 0.347], [0.000, 0.289, 0.065], [-0.009, 0.064, 0.123], [-0.034, -0.017, -0.061], [-0.013, 0.053, -0.018], [0.538, -0.272, -0.164], [-0.004, -0.047, -0.003], [-0.049, -0.028, 0.007], [0.017, -0.006, -0.051], [0.037, -0.014, 0.013], [0.002, -0.016, -0.030], [-0.040, -0.005, 0.019], [-0.008, 0.047, 0.012], [0.007, -0.009, -0.037], [0.001, 0.044, 0.013], [0.042, -0.013, 0.024], [-0.003, 0.002, -0.033], [0.043, -0.029, 0.027], [-0.038, -0.027, 0.021], [0.012, 0.036, -0.013], [0.033, 0.020, -0.011], [0.001, -0.033, 0.018], [-0.030, 0.013, -0.055], [-0.001, -0.017, 0.032], [0.021, -0.018, 0.006], [0.044, 0.028, 0.019], [0.006, -0.038, 0.007], [0.006, 0.024, -0.042], [0.044, 0.013, 0.041], [-0.040, 0.018, 0.034], [-0.004, -0.031, -0.010], [-0.001, 0.025, -0.040], [-0.007, -0.040, 0.007], [-0.033, 0.020, 0.009], [-0.050, 0.060, 0.108], [0.290, -0.136, -0.157], [0.030, -0.225, -0.130], [0.192, 0.097, 0.119], [-0.113, -0.049, -0.070], [-0.169, 0.139, -0.015], [-0.031, 0.219, 0.184], [-0.460, -0.259, 0.030], [0.438, 0.283, -0.200], [-0.064, -0.112, -0.019], [-0.257, -1.226, -0.527], [0.759, -0.046, 0.459], [0.681, 0.657, -0.429], [-0.011, 0.013, 0.017], [-0.014, 0.024, -0.001], [-0.013, 0.017, 0.008], [-0.045, 0.034, -0.021], [-0.007, -0.057, -0.003], [0.042, -0.032, 0.035], [0.053, -0.046, 0.032], [0.015, 0.052, -0.050], [0.101, 0.150, -0.332], [-0.160, -0.034, 0.391], [-0.069, -0.017, -0.261], [-0.096, 0.154, -0.202], [0.967, -0.638, -0.137], [0.071, -0.177, -0.272], [-0.272, 0.070, 0.131], [-0.088, 0.278, 0.115], [-0.025, 0.108, 0.320], [-0.223, 0.395, -0.111], [-0.163, -0.209, 0.031], [0.073, -0.315, 0.156], [0.016, -0.211, -0.082], [0.000, 0.001, 0.075], [0.019, 0.016, -0.011], [-0.007, -0.005, 0.005], [0.026, -0.011, 0.065], [-0.005, -0.008, -0.002], [0.001, -0.014, -0.028], [0.004, -0.038, 0.043], [-0.003, 0.010, 0.007], [-0.009, 0.011, 0.006], [0.018, -0.004, 0.018], [0.039, -0.015, -0.044], [0.005, -0.008, 0.035], [-0.032, 0.011, -0.014], [-0.014, -0.022, 0.012], [0.036, -0.053, -0.050], [0.014, 0.001, 0.002], [0.010, -0.024, -0.062], [0.030, 0.022, 0.011], [0.015, 0.014, 0.023], [-0.021, 0.064, -0.067], [0.053, -0.002, 0.081], [0.018, -0.020, 0.007], [0.035, -0.001, -0.008], [0.000, 0.065, -0.016], [-0.009, -0.001, -0.013], [0.005, 0.058, 0.011], [-0.030, -0.011, -0.005]], "mulliken_spin": [3.836, 0.002, 0.002, 0.002, 0.001, -0.005, -0.018, -0.002, 0.028, -0.089, -0.010, -0.017, -0.013, -0.002, -0.020, 0.001, 0.019, -0.001, 0.002, 0.000, 0.002, 0.000, 0.000, 0.000, 0.000, 0.000, 0.000, 0.000, 0.000, 0.000, -0.001, -0.004, -0.002, -0.002, 0.000, 0.003, 0.000, 0.000, 0.000, 0.000, 0.000, 0.000, 0.000, 0.000, 0.000, 0.000, 0.000, -0.001, 0.001, 0.000, -0.001, 0.000, 0.002, 0.008, -0.004, 0.001, -0.037, -0.031, 0.000, 0.000, 0.000, 0.000, 0.000, 0.001, -0.002, 0.000, 0.011, 0.045, 0.023, -0.001, 0.150, 0.051, 0.025, -0.013, 0.017, 0.029, -0.020, 0.006, 0.007, 0.001, 0.000, -0.001, 0.000, 0.000, 0.001, 0.001, 0.000, -0.004, -0.013, 0.001, 0.000, 0.011, 0.000, 0.002, 0.000, 0.005, 0.000, -0.004, 0.000, 0.021, 0.000, -0.001, 0.003, -0.003, -0.001, 0.000]}